[1]
9
Properties=species:S:1:pos:R:3:forces:R:3 method="wB97M-V/def2-TZVPD" spin_multiplicity=3 homo_energy_ha="-0.2924 / -0.3666" orbital_gap_ha="0.25638 / 0.29615" s_squared=2.015 de_lowest_kj_mol=383.14
C -0.0705 -0.0097 -1.2631 -2.9153 -0.2777 0.3567
N 1.5023 -0.0918 1.0576 -1.7055 0.0023 0.6986
O -2.7493 -0.1553 -0.9710 1.2036 0.4623 0.7816
O -1.3532 -0.1224 1.1280 0.0553 0.0807 -1.7029
O 1.3513 0.6423 0.0449 1.6205 1.8402 -0.2026
S -1.4605 0.0917 -0.3251 0.1786 -0.6192 -0.6714
H 0.0032 0.6720 -2.1157 -0.1581 -0.2607 0.1592
H 0.5898 -0.2267 1.5631 1.2026 -0.5671 -0.1882
H 2.1870 -0.8001 0.8814 0.5183 -0.6608 0.7690

[2]
9
Properties=species:S:1:pos:R:3:forces:R:3 method="wB97M-V/def2-TZVPD" spin_multiplicity=1 homo_energy_ha=-0.4183 orbital_gap_ha=0.42187 de_lowest_kj_mol=113.78 smiles="O=[N+]([O-])C(O)O"
O 1.8514 -0.4864 -0.8949 0.0329 -0.4856 -0.6566
N 1.0875 0.0686 -0.1465 1.5868 -0.5819 -0.0160
O 1.4448 0.8373 0.7109 -0.6479 0.4610 0.8111
C -0.3830 -0.2099 -0.3419 -0.1538 -1.4783 -1.9414
O -0.9083 0.9838 -0.7077 -1.4880 0.7241 1.8676
O -0.9811 -0.6693 0.7830 -0.0921 -0.4815 1.5946
H -0.4549 -1.0292 -1.1454 0.3317 1.5830 0.8356
H -1.2725 1.2777 0.1984 0.5445 0.0817 -2.0986
H -0.3838 -0.7726 1.5440 -0.1140 0.1774 -0.3962

[3]
9
Properties=species:S:1:pos:R:3:forces:R:3 method="wB97M-V/def2-TZVPD" spin_multiplicity=1 homo_energy_ha="-0.3278 / -0.3253" orbital_gap_ha="0.25038 / 0.25183" de_lowest_kj_mol=355.24
C -1.7641 -0.4316 -0.2537 1.5209 -0.6310 0.2566
N -0.9660 -1.4277 -0.0396 0.3770 -0.5642 0.1053
O 3.0422 0.0307 -0.6340 -1.4454 0.2907 -0.0498
P -1.3280 1.2491 -0.3313 2.1739 0.9570 1.3866
P 1.6520 0.3691 -0.1713 0.1220 -1.0116 -0.9764
S 0.6018 -1.4871 0.2337 0.9692 0.5284 0.5601
H -2.6413 -0.8872 -0.6016 -1.9490 0.4636 -0.4846
H -0.4202 1.3085 0.9423 -1.3603 -0.3897 -1.5780
H 1.8234 1.2763 0.8555 -0.4085 0.3567 0.7802